Record 1
Molecular formula: C20H29F5N2O8
Method: DFT, ωB97M-V/def2-TZVPD

Structure (XYZ):
```
64
Properties=species:S:1:pos:R:3
O -2.611 2.874 -0.307
C -1.756 1.930 0.097
C -1.260 0.630 -0.832
C -0.560 -0.361 0.319
C -1.695 -1.117 1.238
C -3.190 -1.190 0.572
C -4.291 -2.044 1.486
C -5.304 -1.086 2.352
N -6.312 -0.312 1.533
C -7.783 -0.774 1.454
C -8.641 0.296 0.535
C -7.600 1.463 0.022
C -6.192 0.969 0.717
C 0.470 -1.234 -0.606
F 1.454 -0.419 -1.380
F -0.375 -1.963 -1.625
C 1.325 -2.386 0.180
F 1.060 -3.705 -0.464
F 1.167 -2.409 1.650
F 2.789 -2.109 -0.074
C 0.181 0.872 1.173
O 1.100 0.515 2.262
N -0.984 1.805 1.427
H -0.526 1.189 -1.580
H -2.029 0.157 -1.575
H -1.788 -0.561 2.280
H -1.395 -2.242 1.501
H -3.122 -1.657 -0.517
H -3.625 -0.102 0.496
H -3.642 -2.668 2.266
H -4.871 -2.849 0.827
H -5.932 -1.794 3.076
H -4.689 -0.294 2.977
H -8.282 -1.720 1.980
H -9.783 0.326 0.255
H -7.814 2.414 -0.636
H -5.185 1.592 0.567
H 0.808 1.436 0.334
H 2.001 0.907 2.024
H -0.739 2.751 1.799
C 1.140 5.194 -1.760
O 2.237 5.945 -1.244
C 2.916 5.329 -0.244
O 2.664 4.228 0.222
O 3.924 6.148 0.149
C 4.728 5.625 1.204
H 0.671 5.782 -2.553
H 1.488 4.249 -2.191
H 0.395 5.013 -0.978
H 5.220 4.698 0.891
H 4.126 5.461 2.104
H 5.501 6.362 1.437
C 4.418 -2.772 -2.007
O 4.945 -4.019 -2.455
C 6.222 -4.259 -2.065
O 6.917 -3.515 -1.390
O 6.592 -5.468 -2.556
C 7.924 -5.855 -2.223
H 3.393 -2.685 -2.376
H 4.395 -2.733 -0.913
H 5.002 -1.939 -2.413
H 8.041 -5.939 -1.137
H 8.647 -5.145 -2.637
H 8.113 -6.836 -2.666
```

* gap between HOMO and LUMO: 7.9 eV
* lowest unoccupied orbital energy: 0.0077 Eh
* E: -1989.82018 Ha
* spin multiplicity: 1
* largest force on an atom: 8.29 eV Å⁻¹

Record 2
Molecular formula: C20H29N3O4
Method: DFT, ωB97M-V/def2-TZVPD

Structure (XYZ):
```
56
Properties=species:S:1:pos:R:3
C 1.572 3.479 -2.178
C 2.272 2.419 -1.384
C 1.616 1.232 -1.095
C 2.229 0.219 -0.370
C 3.536 0.410 0.093
C 4.193 1.601 -0.190
C 3.570 2.592 -0.921
H 4.099 3.509 -1.132
H 5.198 1.724 0.179
O 4.221 -0.509 0.835
C 3.587 -1.758 1.021
C 4.226 -2.427 2.230
H 4.030 -1.841 3.125
H 5.300 -2.485 2.085
H 3.828 -3.429 2.362
C 2.076 -1.551 1.203
N 1.548 -0.976 -0.015
C 0.649 -1.576 -0.843
O 0.401 -1.139 -1.953
C -0.041 -2.821 -0.303
H -0.421 -2.630 0.702
C -1.204 -3.259 -1.201
C -2.406 -2.342 -1.002
O -3.275 -2.576 -0.182
N -2.407 -1.262 -1.803
H -1.577 -1.078 -2.352
C -3.410 -0.226 -1.734
H -4.179 -0.570 -1.039
C -2.837 1.136 -1.286
N -2.676 1.366 0.130
C -3.909 1.478 0.888
C -3.562 2.042 2.268
O -2.646 1.218 2.950
C -1.472 1.042 2.193
C -1.782 0.451 0.817
H -0.860 0.354 0.244
H -2.238 -0.542 0.955
H -0.836 0.370 2.772
H -0.962 2.009 2.062
H -4.450 2.098 2.900
H -3.134 3.049 2.144
H -4.588 2.161 0.373
H -4.407 0.503 1.019
H -1.855 1.267 -1.753
H -3.495 1.926 -1.660
H -3.860 -0.107 -2.725
H -0.888 -3.250 -2.244
H -1.507 -4.268 -0.920
H 0.693 -3.630 -0.254
H 1.602 -2.498 1.440
H 1.911 -0.850 2.030
H 3.745 -2.377 0.122
H 0.609 1.092 -1.449
H 2.159 4.394 -2.206
H 0.598 3.699 -1.746
H 1.413 3.139 -3.201
```

* gap between HOMO and LUMO: 8.9 eV
* lowest unoccupied orbital energy: 0.0217 Eh
* E: -1244.76653 Ha
* energy relative to the best compared isomer or geometry (same formula, charge and spin): 29.0 kcal per mole
* spin multiplicity: 1
* largest force on an atom: 0.68 eV Å⁻¹

Q: Which of these has the lowest lowest unoccupied orbital energy?
A: C20H29F5N2O8

Q: Which of these has the highest gap between HOMO and LUMO?
A: C20H29N3O4

Q: E of number 1 (C20H29F5N2O8)?
A: -1989.82018 Ha

Q: Look up the spin multiplicity of the second one.
A: 1